A molecular structure, C40H105AgF3N9O11 in a non-equilibrium geometry. Source: the Open Molecules 2025 dataset; level of theory: ωB97M-V with the def2-TZVPD basis set.

Each line ends with the Löwdin charge.
CARTESIAN COORDINATES (ANGSTROEM)
1 Ag -10.16 -24.09 -4.76  0.799
2 C -7.07 -23.95 -4.50  -0.486
3 O -7.31 -24.34 -5.84  -0.130
4 O -8.09 -23.84 -3.68  -0.230
5 C -6.21 -25.15 -3.87  -0.516
6 F -4.92 -25.24 -4.32  0.101
7 F -6.16 -25.14 -2.50  0.103
8 F -6.81 -26.25 -4.28  0.125
9 C -6.88 -23.43 -6.82  -0.294
10 C -7.71 -23.62 -8.01  -0.072
11 H -7.55 -24.63 -8.49  0.109
12 H -8.76 -23.53 -7.66  0.055
13 H -7.47 -22.85 -8.76  0.076
14 H -5.87 -23.59 -7.11  0.120
15 H -7.03 -22.41 -6.42  0.118
16 H -6.43 -23.11 -4.46  0.132
17 C -10.02 -27.96 -5.33  -0.035
18 C -10.54 -26.95 -6.34  -0.379
19 C -11.98 -26.54 -6.06  -0.215
20 O -12.12 -26.16 -4.71  -0.270
21 C -13.47 -25.76 -4.39  -0.059
22 N -9.74 -25.70 -6.32  0.028
23 H -10.36 -28.97 -5.63  0.086
24 H -10.35 -27.78 -4.29  0.075
25 H -8.94 -28.08 -5.36  0.066
26 H -10.50 -27.39 -7.34  0.119
27 H -12.70 -27.34 -6.23  0.130
28 H -12.22 -25.71 -6.74  0.121
29 H -13.40 -25.21 -3.46  0.069
30 H -14.09 -26.66 -4.40  0.094
31 H -13.83 -25.11 -5.17  0.079
32 H -9.78 -25.10 -7.15  0.066
33 H -8.77 -25.86 -6.18  0.040
34 C -7.30 -23.70 2.70  -0.041
35 C -7.29 -23.18 1.23  -0.378
36 C -6.04 -23.64 0.40  -0.198
37 O -4.90 -23.27 1.12  -0.190
38 C -3.67 -23.56 0.55  -0.126
39 N -8.52 -23.73 0.58  0.054
40 H -6.47 -23.34 3.29  0.066
41 H -7.20 -24.81 2.64  0.091
42 H -8.19 -23.42 3.24  0.061
43 H -7.36 -22.09 1.19  0.094
44 H -6.06 -23.26 -0.62  0.110
45 H -6.10 -24.74 0.35  0.117
46 H -3.45 -24.64 0.58  0.093
47 H -2.88 -23.03 1.12  0.098
48 H -3.61 -23.26 -0.48  0.077
49 H -8.55 -23.53 -0.42  0.048
50 H -8.42 -24.75 0.62  0.054
51 C -14.41 -19.58 -5.38  -0.041
52 C -14.13 -20.35 -4.08  -0.413
53 C -14.86 -19.69 -2.93  -0.223
54 O -16.21 -19.68 -3.30  -0.189
55 C -17.00 -19.14 -2.28  -0.100
56 N -14.44 -21.78 -4.33  0.044
57 H -15.43 -19.80 -5.66  0.080
58 H -13.76 -19.85 -6.18  0.042
59 H -14.27 -18.53 -5.18  0.078
60 H -13.07 -20.27 -3.91  0.095
61 H -14.52 -18.67 -2.79  0.126
62 H -14.73 -20.25 -2.02  0.102
63 H -16.86 -19.70 -1.35  0.087
64 H -18.04 -19.18 -2.61  0.095
65 H -16.73 -18.10 -2.12  0.082
66 H -14.25 -22.33 -3.47  0.034
67 H -15.41 -21.91 -4.58  0.075
68 C -9.56 -30.12 -8.43  -0.068
69 C -8.19 -30.00 -9.07  -0.401
70 C -7.02 -29.66 -8.04  -0.204
71 O -7.30 -28.45 -7.40  -0.212
72 C -6.20 -27.75 -6.88  -0.099
73 N -7.78 -31.24 -9.79  0.023
74 H -10.28 -30.28 -9.25  0.082
75 H -9.77 -29.16 -7.99  0.030
76 H -9.68 -30.92 -7.67  0.090
77 H -8.24 -29.23 -9.81  0.127
78 H -6.07 -29.63 -8.60  0.117
79 H -6.88 -30.53 -7.34  0.134
80 H -5.42 -27.64 -7.69  0.106
81 H -5.69 -28.32 -6.06  0.102
82 H -6.53 -26.81 -6.48  0.052
83 H -7.83 -32.02 -9.13  0.069
84 H -8.35 -31.44 -10.59  0.054
85 C -12.01 -26.91 -0.46  -0.014
86 C -10.75 -26.01 -0.77  -0.394
87 C -9.50 -26.78 -1.06  -0.214
88 O -8.94 -27.37 0.14  -0.190
89 C -7.59 -27.81 -0.15  -0.105
90 N -11.08 -25.10 -1.89  0.047
91 H -12.92 -26.35 -0.27  0.047
92 H -11.76 -27.59 0.33  0.071
93 H -12.21 -27.53 -1.32  0.067
94 H -10.47 -25.41 0.15  0.124
95 H -8.75 -26.13 -1.55  0.112
96 H -9.61 -27.63 -1.78  0.130
97 H -7.10 -28.18 0.76  0.089
98 H -6.94 -27.04 -0.58  0.062
99 H -7.57 -28.64 -0.89  0.091
100 H -11.37 -25.61 -2.74  0.048
101 H -10.28 -24.59 -2.25  0.034
102 C -9.57 -20.96 -5.91  -0.025
103 C -11.07 -21.22 -5.84  -0.394
104 C -11.64 -21.63 -7.21  -0.174
105 O -11.35 -22.96 -7.64  -0.219
106 C -11.40 -23.12 -9.03  -0.102
107 N -11.38 -22.17 -4.78  -0.014
108 H -9.19 -20.67 -4.93  0.069
109 H -9.29 -20.32 -6.75  0.086
110 H -9.14 -21.93 -6.20  0.052
111 H -11.59 -20.30 -5.52  0.122
112 H -11.11 -20.98 -7.91  0.105
113 H -12.68 -21.42 -7.34  0.106
114 H -12.36 -22.73 -9.39  0.097
115 H -11.36 -24.17 -9.28  0.086
116 H -10.56 -22.60 -9.52  0.064
117 H -10.99 -22.02 -3.85  0.010
118 H -12.38 -22.50 -4.66  0.081
119 C -9.15 -20.59 -10.18  -0.077
120 C -8.13 -19.45 -10.37  -0.394
121 C -6.66 -19.79 -10.10  -0.225
122 O -6.47 -20.17 -8.77  -0.219
123 C -5.17 -20.14 -8.25  -0.105
124 N -8.20 -19.13 -11.83  0.027
125 H -10.15 -20.21 -10.35  0.083
126 H -9.09 -20.95 -9.17  0.041
127 H -8.95 -21.48 -10.73  0.076
128 H -8.41 -18.61 -9.74  0.132
129 H -5.96 -18.99 -10.37  0.125
130 H -6.43 -20.69 -10.69  0.133
131 H -4.70 -19.17 -8.53  0.091
132 H -4.56 -20.99 -8.65  0.099
133 H -5.17 -20.24 -7.16  0.081
134 H -7.77 -18.21 -11.99  0.077
135 H -9.19 -19.10 -11.99  0.052
136 C -10.51 -19.72 -1.41  -0.041
137 C -9.36 -20.51 -2.04  -0.384
138 C -8.00 -20.65 -1.28  -0.158
139 O -7.28 -19.42 -1.04  -0.180
140 C -6.17 -19.63 -0.19  -0.104
141 N -9.95 -21.81 -2.29  0.019
142 H -10.29 -18.65 -1.28  0.080
143 H -10.82 -20.14 -0.42  0.078
144 H -11.38 -19.78 -2.06  0.057
145 H -9.13 -20.08 -3.02  0.117
146 H -7.37 -21.38 -1.87  0.136
147 H -8.16 -21.14 -0.31  0.089
148 H -6.31 -20.61 0.27  0.056
149 H -6.14 -18.83 0.55  0.088
150 H -5.21 -19.68 -0.75  0.098
151 H -10.36 -22.22 -1.45  0.061
152 H -9.29 -22.48 -2.67  0.025
153 C -14.62 -23.77 -0.11  -0.034
154 C -13.61 -22.62 -0.36  -0.429
155 C -12.45 -22.70 0.61  -0.189
156 O -12.92 -22.83 1.97  -0.170
157 C -11.91 -22.64 2.91  -0.129
158 N -13.12 -22.72 -1.72  0.039
159 H -14.05 -24.68 -0.03  0.048
160 H -15.34 -23.81 -0.96  0.083
161 H -15.14 -23.54 0.79  0.065
162 H -14.16 -21.67 -0.25  0.133
163 H -11.89 -21.78 0.38  0.101
164 H -11.83 -23.61 0.38  0.121
165 H -11.28 -21.78 2.66  0.083
166 H -11.22 -23.45 2.95  0.066
167 H -12.30 -22.45 3.94  0.099
168 H -12.47 -23.50 -1.80  0.029
169 H -12.58 -21.84 -1.91  0.065

As for the highest occupied orbital energy: -8.076 eV. As for the spin multiplicity: 1. The molar mass comes out at 1053.19 Da. As for the LUMO energy: 0.0211 hartree. For the energy above the lowest of the compared OMol25 structures with the same formula, charge and spin, the calculation gives 5.1 kJ/mol.